# 1
55
Properties=species:S:1:pos:R:3:forces:R:3:nbo_charge:R:1 method="wB97M-V/def2-TZVPD" charge=0
N 0.3488 -0.3013 1.3112 3.80 3.66 1.55 -0.666
C 1.7479 0.1502 0.8494 -1.43 1.08 -2.99 -0.225
C 2.7136 0.4724 1.9677 0.46 -1.70 0.02 -0.444
C 1.9194 0.2333 3.2979 1.27 0.51 -1.82 -0.415
C 0.5142 -0.1668 2.7533 -2.61 -1.79 2.91 -0.175
C -0.6167 0.7359 3.4145 3.28 -2.02 -2.77 0.431
O -0.8232 0.6943 4.5534 -0.80 -0.27 4.71 -0.520
H 0.0236 -1.1294 0.9349 -0.17 -2.16 -0.53 0.380
H 2.2208 -0.5549 0.1451 -0.81 0.44 0.07 0.216
H 1.5284 1.1808 0.3289 0.64 -2.05 0.39 0.181
H 2.9786 1.4341 1.7183 0.14 2.77 0.60 0.227
H 3.7624 0.0534 1.8126 -1.53 -0.73 0.66 0.205
H 1.8803 1.2078 3.8371 0.06 -1.12 0.15 0.232
H 2.4772 -0.5948 3.8029 -1.02 0.90 0.18 0.227
H 0.2940 -1.1523 3.2901 0.06 0.91 -0.75 0.209
H -1.1663 1.3655 2.8180 -1.42 1.66 -2.15 0.125
H -0.0086 -5.1376 -1.0225 0.09 -0.04 -0.46 0.472
H -0.3417 -4.4421 -2.2452 -6.87 4.42 -3.42 0.480
O 0.3073 -4.8746 -1.9005 6.40 -4.72 3.66 -0.919
H -4.2635 -0.4208 1.2768 -0.05 -0.16 0.06 0.485
H -3.3599 0.2390 2.3755 -0.97 0.22 -1.46 0.487
O -3.8513 0.4107 1.5203 0.98 -0.02 1.49 -0.968
H 2.2706 2.4869 -2.4653 -1.32 0.74 -2.19 0.493
H 1.5945 2.5858 -3.9532 0.20 -1.28 -1.35 0.481
O 1.6632 2.9816 -3.1160 1.50 0.47 3.70 -0.969
H -0.2986 -2.8747 -4.5210 1.24 -0.26 -0.27 0.487
H -0.5909 -1.4059 -3.8757 -0.12 -1.80 -0.76 0.505
O -0.9525 -2.2767 -4.2104 -0.87 2.39 0.34 -0.967
H 3.9494 3.3839 0.5849 2.54 -0.53 -0.57 0.467
H 3.0268 4.5979 0.6350 0.16 -0.36 0.01 0.479
O 3.0883 3.6417 0.7687 -2.70 0.90 0.49 -0.943
H -2.2766 -2.7122 -1.3708 -1.52 2.40 2.50 0.469
H -1.9864 -2.7174 -2.9064 -0.11 1.21 -1.15 0.506
O -1.9547 -3.1585 -2.0815 1.38 -3.90 -0.71 -0.995
H 3.4088 -1.4345 -1.2824 1.18 1.96 -2.02 0.509
H 4.5920 -0.7013 -2.2967 -2.15 -0.47 1.35 0.481
O 3.6740 -0.6210 -1.8721 0.87 -1.58 0.55 -0.991
H -0.0147 3.0341 -1.7637 -2.54 -0.33 -1.50 0.498
H -1.3991 3.6488 -1.9705 -2.27 3.36 1.10 0.465
O -0.9437 2.9101 -2.1997 4.73 -2.81 0.15 -0.959
H 1.1798 -3.4451 -1.4419 0.18 0.32 0.11 0.496
H 1.4256 -3.3357 0.0336 0.31 0.95 -0.89 0.458
O 1.5061 -2.7873 -0.7883 -0.01 -0.81 1.14 -0.987
H -2.1072 2.2590 0.6461 -2.17 -1.43 -0.91 0.460
H -0.7429 1.6330 0.7248 0.86 -1.90 -0.38 0.493
O -1.2296 2.4162 0.8561 1.98 2.61 1.23 -0.968
H -2.0270 -2.3900 1.9801 1.34 2.94 -1.45 0.462
H -2.5647 -3.7685 1.4881 0.42 1.26 1.19 0.476
O -2.3714 -3.1766 2.2667 -1.75 -4.16 0.21 -0.937
H -3.0476 1.3106 -1.4670 2.21 -1.61 -1.99 0.494
H -1.6803 1.1346 -2.2990 1.06 1.47 -0.02 0.492
O -2.4685 0.6852 -2.0768 -3.56 -0.09 2.14 -0.999
H -4.1899 2.3540 0.6529 -0.23 -0.50 0.73 0.496
H -3.0232 3.4025 0.4672 -2.06 -0.45 -0.83 0.478
O -3.7949 2.9368 0.0146 1.70 1.48 -0.03 -0.957

# 2
55
Properties=species:S:1:pos:R:3:forces:R:3:nbo_charge:R:1 method="wB97M-V/def2-TZVPD" charge=0
C -2.7729 2.2842 0.0635 0.40 0.55 1.92 -0.433
N -1.3144 2.4977 0.1731 -0.07 -0.28 -1.48 -0.483
C -0.8900 3.7080 -0.5446 -0.43 0.36 0.58 -0.418
C -1.1302 0.4291 -1.3849 -0.94 1.43 -0.13 -0.660
C -0.5505 1.3070 -0.2572 -1.66 -1.17 0.68 -0.092
C -0.5539 0.3886 1.0173 1.82 -1.13 -0.09 0.745
O 0.5236 -0.5138 0.8987 0.22 0.43 -0.82 -0.778
O -1.6964 -0.4652 1.0579 0.07 1.13 0.53 -0.763
H -3.0634 1.5257 0.7866 0.07 -0.56 -0.41 0.207
H -3.1925 3.1541 0.5797 -0.35 0.26 -0.87 0.202
H -3.1801 2.0395 -0.9113 -0.03 0.29 -0.10 0.212
H -0.5695 3.5552 -1.5689 0.18 -0.27 -0.29 0.184
H -1.7234 4.4100 -0.5912 -0.05 -0.06 0.05 0.205
H -0.1174 4.2126 0.0301 0.35 -0.04 -0.15 0.207
H -0.4870 -0.4116 -1.5753 -0.24 1.23 -0.48 0.198
H -1.3262 1.0168 -2.2794 0.51 0.02 -0.23 0.223
H -2.1133 0.0500 -1.1386 0.04 -0.06 0.34 0.239
H 0.4330 1.6037 -0.6036 0.43 0.10 0.82 0.203
H 0.5266 -1.1829 1.6199 -0.04 0.54 0.09 0.531
H -2.0333 -0.4345 1.9587 -0.01 0.13 0.14 0.487
H 2.7325 0.5479 2.1674 -0.35 -0.25 -0.67 0.487
O 3.5901 0.6051 1.7368 0.84 0.45 0.66 -0.989
H -4.1034 -0.1656 -2.0659 -0.46 0.57 -0.31 0.451
H -4.1874 -0.5857 -0.7232 -0.39 0.00 0.62 0.493
O -4.6211 0.0832 -1.2832 0.63 -0.52 -0.50 -0.958
H -3.1485 -2.3427 0.5605 0.62 -0.08 0.12 0.486
H -2.2959 -1.9992 -0.7354 0.38 -0.20 0.55 0.499
O -3.1709 -2.0530 -0.3477 -1.25 -0.39 -0.90 -0.960
H 0.0865 -1.3677 -0.4988 0.51 -0.14 0.38 0.509
H -0.1047 -1.8288 -2.0238 -0.15 -0.12 -0.09 0.483
O 0.2075 -2.0796 -1.1536 0.36 -1.55 -0.53 -1.003
H 3.4849 3.3275 2.6127 0.11 0.07 0.08 0.465
H 3.2172 2.6316 1.3132 0.28 0.13 0.15 0.479
O 3.4191 3.5093 1.6718 -0.30 -0.03 -0.18 -0.952
H 3.0166 -2.1127 2.0907 0.11 0.02 -0.10 0.457
H 2.5798 -3.1930 1.1312 -0.09 0.03 -0.05 0.499
O 2.5358 -2.9472 2.0725 0.35 0.03 0.04 -0.980
H -0.6504 2.0113 1.9924 -0.29 0.42 -0.38 0.510
H 3.5390 0.4143 0.7915 -0.91 -0.15 0.31 0.498
O -0.3718 1.1042 2.1734 -0.32 -0.34 0.60 -0.741
H -1.8244 -0.5663 -4.3515 0.17 0.37 -0.33 0.480
H -3.1224 -1.3029 -4.0062 0.07 -0.07 -0.11 0.478
O -2.2053 -1.1875 -3.7373 -0.23 -0.39 0.45 -0.952
H 4.0586 -1.0874 -0.3684 0.19 -0.32 -0.09 0.481
H 2.8437 -1.1926 -1.2398 -0.79 -0.86 -2.04 0.479
O 3.1429 -0.8137 -0.4551 0.97 1.21 1.68 -0.942
H 0.2161 -1.0627 4.0069 0.15 0.37 0.63 0.484
H 1.7312 -1.4428 3.6914 -0.15 -0.13 0.42 0.495
O 0.8316 -1.4021 3.3662 -0.35 -0.31 -0.50 -0.953
H 1.3769 1.1493 -2.3902 0.30 0.04 0.03 0.474
H 1.9790 1.1899 -3.8238 0.20 0.08 0.18 0.478
O 1.1683 1.0762 -3.3236 -0.40 -0.17 -0.28 -0.949
H 1.8918 -2.8334 -1.1059 -0.02 -0.11 0.58 0.494
H 1.7318 -4.2006 -0.6159 0.28 -0.24 0.15 0.479
O 2.4083 -3.5101 -0.6232 -0.31 -0.32 -0.67 -0.969

# 3
64
Properties=species:S:1:pos:R:3:forces:R:3:nbo_charge:R:1 method="wB97M-V/def2-TZVPD" charge=0
C -5.4753 -29.2155 7.1239 0.36 -0.55 -1.42 0.746
O -4.9612 -30.0363 6.3601 -0.22 0.51 0.66 -0.670
N -6.4347 -28.3474 6.7664 -0.48 0.84 -0.04 -0.874
N -5.1759 -29.2059 8.4628 0.55 -0.66 0.89 -0.883
H -6.8698 -27.7173 7.4359 0.26 -0.25 -0.20 0.422
H -6.7949 -28.2781 5.8134 0.37 -0.41 0.14 0.447
H -4.4075 -29.8158 8.6938 0.06 0.18 0.01 0.401
H -5.3208 -28.4205 9.0715 -0.09 0.17 -0.19 0.394
C -8.6425 -34.8395 8.2952 1.03 -0.80 0.96 0.778
O -9.1883 -35.7654 8.8883 -0.14 0.46 -0.43 -0.678
N -8.4518 -33.6149 8.8730 -0.66 0.44 0.20 -0.876
N -7.9813 -34.9842 7.1115 -0.32 0.14 0.43 -0.864
H -8.7978 -33.4985 9.8107 -0.03 -0.08 -0.14 0.412
H -7.8106 -32.9327 8.5141 0.10 -0.15 -0.20 0.391
H -7.7945 -34.1357 6.6008 0.03 -0.40 -0.46 0.415
H -7.9597 -35.9238 6.7644 -0.07 0.19 -0.51 0.404
C -9.3140 -30.2766 8.0466 -0.21 0.91 -0.82 0.788
O -9.5652 -29.7740 6.9279 -0.48 -0.55 0.62 -0.777
N -8.0984 -30.1014 8.6020 -0.31 -0.34 0.18 -0.845
N -10.2287 -30.9063 8.8320 0.74 0.82 -0.39 -0.841
H -7.8693 -30.6824 9.3913 0.47 -0.05 -0.17 0.386
H -7.3891 -29.7359 7.9758 -0.16 -0.10 0.32 0.442
H -11.1243 -31.1412 8.4491 -0.09 -0.19 0.20 0.417
H -9.8710 -31.1569 9.7356 -0.80 -0.69 0.20 0.410
C -9.1467 -26.2332 8.6224 -0.01 -1.15 -2.40 0.792
O -8.1010 -26.8360 8.3822 -0.12 0.91 1.35 -0.702
N -9.2654 -24.8726 8.7336 0.58 -0.59 0.68 -0.847
N -10.3517 -26.8839 8.5202 0.58 1.55 0.71 -0.845
H -8.4183 -24.3429 8.8278 -0.09 0.10 -0.17 0.413
H -10.1356 -24.4222 8.5439 -0.06 0.27 0.02 0.395
H -11.0910 -26.2684 8.7972 -0.92 -0.90 -0.01 0.381
H -10.4013 -27.8707 8.3435 -0.06 -0.02 0.05 0.429
C -6.4205 -32.3373 11.8810 -0.13 -0.86 -0.02 0.767
O -6.4239 -33.5141 12.2265 0.26 0.50 -0.35 -0.661
N -6.8465 -31.3741 12.7287 -0.49 0.34 0.51 -0.858
N -6.0673 -31.9298 10.6166 -0.10 -0.01 -0.14 -0.872
H -6.8264 -30.3780 12.5725 0.44 -0.34 0.14 0.404
H -7.0589 -31.7424 13.6394 -0.10 0.26 0.04 0.406
H -5.4514 -32.5604 10.1317 -0.14 -0.02 -0.16 0.416
H -6.0135 -30.9532 10.3777 0.40 0.07 0.17 0.392
O -11.1376 -30.7633 4.6253 -0.02 -0.08 0.13 -0.958
H -10.9276 -30.3581 5.4816 0.20 -0.15 -0.28 0.483
H -10.6058 -31.5661 4.5995 -0.14 -0.06 0.06 0.469
O -14.1018 -31.3087 10.0274 0.09 0.09 0.07 -0.937
H -14.8475 -31.0376 10.5736 0.02 -0.06 -0.04 0.473
H -13.6810 -30.4835 9.7644 -0.07 -0.03 -0.01 0.465
O -10.1741 -33.2315 11.2881 -0.07 0.22 0.33 -0.966
H -9.7434 -33.8001 11.9407 0.03 0.00 -0.16 0.494
H -11.0555 -33.0709 11.6432 0.03 -0.07 -0.07 0.481
O -10.8058 -27.9113 4.9519 -0.15 0.41 0.15 -0.950
H -10.9408 -28.1130 5.8837 0.12 -0.06 0.05 0.475
H -11.6852 -27.7229 4.6077 0.09 -0.14 -0.10 0.478
O -8.0114 -32.2927 5.7797 -0.07 0.11 -0.22 -0.974
H -8.4496 -31.4417 5.6295 0.14 0.00 0.15 0.497
H -7.4121 -32.3933 5.0302 0.03 0.17 0.10 0.484
O -6.4021 -28.6683 11.7173 -0.31 0.06 -0.17 -0.954
H -7.3131 -28.8710 11.4627 0.07 0.27 -0.20 0.475
H -6.3496 -27.7075 11.6526 0.05 -0.06 0.05 0.490
O -7.9694 -28.5730 4.4358 -0.19 0.00 0.05 -0.967
H -8.2336 -28.0974 3.6417 -0.05 -0.06 0.08 0.481
H -8.7798 -28.6255 4.9706 0.08 -0.05 -0.28 0.507
O -11.9815 -33.7643 7.5868 -0.13 0.28 0.00 -0.933
H -12.6594 -34.1504 8.1514 0.08 -0.02 -0.02 0.471
H -11.4204 -33.2621 8.1870 0.19 -0.32 0.03 0.463

# 4
54
Properties=species:S:1:pos:R:3:forces:R:3:nbo_charge:R:1 method="wB97M-V/def2-TZVPD" charge=+1
N -0.5709 1.0304 -1.3568 -0.90 -0.56 0.19 -0.747
C 0.7342 0.9022 -0.6705 0.93 0.72 0.39 -0.079
C 1.8974 1.1284 -1.6214 0.07 -0.81 -2.07 -0.644
C 0.8473 -0.4076 0.0853 -0.12 -0.47 -0.48 -0.236
N -0.0998 -0.5006 1.2159 0.26 0.50 -0.72 -0.701
C 0.4420 -1.1315 2.4066 -0.53 -0.43 0.78 -0.225
C 1.0209 -0.1514 3.4363 -0.11 -0.05 -0.31 -0.233
N 1.7543 0.9728 2.8724 -0.41 0.28 0.33 -0.884
H -0.5516 1.6639 -2.1759 0.07 -0.01 -0.33 0.460
H -1.3663 1.3769 -0.8022 0.37 0.04 0.36 0.453
H -1.0021 0.1540 -1.6785 0.55 -0.45 -0.12 0.464
H 0.8486 1.7627 -0.0114 -0.68 -0.22 0.37 0.227
H 1.6769 1.8118 -2.4529 -0.38 0.18 0.42 0.233
H 2.1229 0.2083 -2.1772 0.15 -0.03 0.30 0.241
H 2.8213 1.5231 -1.2087 -0.16 -0.18 0.63 0.234
H 0.6561 -1.2325 -0.6117 -0.03 0.09 -0.03 0.218
H 1.9121 -0.5147 0.3282 -0.15 0.03 0.52 0.199
H -0.4082 0.4575 1.3896 0.00 -0.38 0.35 0.386
H 1.0493 -1.9899 2.1125 0.55 0.42 -0.11 0.206
H -0.3529 -1.6328 2.9832 -0.12 0.09 -0.31 0.183
H 1.6144 -0.7098 4.1621 0.01 0.07 0.03 0.207
H 0.1442 0.2475 3.9642 0.13 -0.07 0.19 0.165
H 2.6057 1.2021 3.3515 0.17 0.00 -0.13 0.388
H 1.8397 0.9945 1.8765 0.32 -0.22 -0.19 0.363
H -3.9688 1.3758 -0.4840 0.26 0.24 -0.05 0.504
H -3.5352 -0.0072 -0.8404 0.15 -0.06 -0.38 0.484
O -3.3815 0.9117 -1.1018 -0.20 -0.21 0.16 -0.979
H 1.6532 -2.6325 -2.7349 -0.17 0.38 -0.24 0.514
H 0.9146 -2.2187 -4.0323 0.24 0.11 -0.04 0.480
O 1.0881 -1.9190 -3.1319 -0.25 -0.29 -0.04 -1.005
H -0.7388 3.2755 0.0840 0.22 0.40 0.21 0.512
H 0.1198 4.5030 -0.3365 -0.04 0.14 0.09 0.499
O -0.3116 3.7161 -0.6747 -0.08 -0.05 -0.19 -1.005
H -0.7092 3.3689 -2.4092 0.09 0.35 -0.51 0.500
H -1.9958 2.8133 -2.8766 -0.14 -0.07 -0.60 0.481
O -1.0733 2.8665 -3.1736 -0.19 0.38 0.74 -0.933
H -2.0417 -1.0423 1.4993 0.37 0.05 -0.30 0.504
H -2.8125 -1.4070 2.7535 -0.28 0.08 0.06 0.489
O -2.8925 -0.8947 1.9421 0.08 -0.10 0.02 -0.982
H 3.1390 -3.6343 -1.2780 -0.07 0.60 -0.49 0.509
H 2.7682 -4.6392 -2.2698 -0.14 0.18 -0.69 0.478
O 2.8557 -3.6755 -2.2225 0.36 -0.88 1.21 -0.960
H -0.7128 -1.7386 -2.7444 0.20 0.15 0.25 0.502
H -1.9327 -2.5161 -2.3566 -0.32 0.19 0.20 0.486
O -1.5797 -1.6201 -2.3062 0.24 -0.25 -0.23 -0.997
H 3.7160 -4.1255 1.3303 0.05 -0.26 0.00 0.498
H 2.9807 -5.1368 0.3854 0.10 -0.20 0.41 0.487
O 3.2688 -4.2276 0.4864 -0.16 0.38 -0.29 -0.969
H -4.2613 1.9626 2.1043 -0.07 -0.37 0.15 0.495
H -3.2669 0.8256 1.5847 -0.66 -0.09 0.47 0.514
O -3.6194 1.7258 1.4301 0.28 0.48 -0.02 -1.005
H -0.3974 2.2453 2.3544 0.25 0.30 -0.21 0.504
H -1.9037 2.2869 1.9916 0.13 0.20 -0.61 0.516
O -1.0047 2.3929 1.6101 -0.22 -0.32 0.86 -1.003

# 5
55
Properties=species:S:1:pos:R:3:forces:R:3:nbo_charge:R:1 method="wB97M-V/def2-TZVPD" charge=-1
C -3.2261 -1.3051 -0.4811 -1.80 0.23 -0.02 -0.676
C -1.8399 -1.2579 0.2939 0.04 -0.37 -0.56 -0.029
C -1.1796 -2.7037 0.2540 1.21 1.02 -1.08 -0.416
C -0.2804 -2.9768 1.4271 0.40 -2.74 1.81 -0.609
N -1.0601 -0.3636 -0.4971 2.08 0.25 0.32 -0.679
C 0.3639 -0.1801 -0.6099 -0.25 -0.60 -1.49 0.066
O 0.4603 -0.2103 -2.0920 0.77 -0.02 -0.75 -0.822
H -3.8716 -2.1675 -0.2480 -0.32 0.64 2.04 0.216
H -3.7915 -0.2880 -0.4808 0.83 -1.87 0.33 0.210
H -3.3793 -1.7390 -1.5181 2.22 1.42 0.21 0.266
H -1.7960 -0.7737 1.3739 -1.01 -1.93 -1.57 0.173
H -1.8867 -3.4956 0.0885 -0.68 -0.18 0.28 0.210
H -0.5075 -2.7728 -0.6730 -0.96 0.35 1.03 0.197
H 0.6276 -2.3982 1.4247 0.18 0.51 0.05 0.208
H 0.1093 -4.0773 1.5106 -0.73 1.63 -0.71 0.191
H -0.7795 -2.8860 2.4176 0.15 0.47 -0.68 0.216
H -2.1266 -1.7740 -3.7769 0.40 0.72 -0.11 0.480
H 0.8205 0.8285 -0.3685 -1.35 -1.46 -0.21 0.220
H 0.9354 -1.0201 -0.1356 -0.81 0.84 -0.47 0.179
H 2.0883 4.1713 -1.4348 1.82 0.81 -4.13 0.478
H -0.1873 4.1651 0.3695 3.23 -0.47 -0.51 0.474
O 1.8899 3.8930 -0.6146 -3.73 0.40 4.05 -0.954
H 3.7448 -1.5094 0.8115 -0.06 0.01 -0.19 0.470
H 2.6344 -0.4877 0.3466 0.96 -1.32 0.05 0.526
O 3.0572 -1.4237 0.1405 -0.50 1.33 0.57 -1.040
H -1.5096 0.3946 -0.9197 -1.04 1.04 -0.26 0.372
H -1.4366 3.6839 0.7625 -1.46 -1.66 0.89 0.479
O -1.0592 4.4434 0.3806 -1.76 1.96 -0.43 -0.955
H -1.7687 -0.0481 3.5137 0.60 0.15 -1.14 0.473
H -1.7349 -0.5299 4.8329 0.15 -0.32 0.70 0.460
O -2.3801 -0.2317 4.2001 -1.39 -0.28 1.11 -0.943
H -1.2279 -2.1144 -2.4868 -1.56 -0.05 -1.69 0.500
H 1.0781 -0.7754 -2.5907 0.01 0.05 1.11 0.483
O -1.9234 -2.4550 -3.1437 1.32 -0.55 1.56 -0.982
H 3.1611 0.4612 -1.6979 -0.13 -5.64 -0.60 0.456
H 3.0032 1.5174 -0.5793 -0.24 -1.13 -0.86 0.489
O 3.1676 1.3224 -1.5308 0.66 6.66 0.68 -0.980
H -1.6444 0.8896 -3.4683 -2.59 0.97 5.23 0.460
H -0.2902 1.0890 -4.0978 -1.44 -0.66 0.21 0.487
O -1.2126 0.7438 -4.2170 3.89 -0.39 -5.54 -0.945
H 1.2736 1.3927 1.4035 -1.02 -0.14 -0.29 0.499
H 0.5409 2.5281 2.2993 -0.17 0.67 0.66 0.453
O 0.1779 1.7615 1.8697 1.54 -0.12 -1.06 -1.098
H 3.3607 -3.4259 -1.5442 0.11 -2.75 0.90 0.451
H 3.2376 -2.1186 -1.5159 -0.21 2.35 0.79 0.485
O 3.3449 -2.7641 -2.1897 0.10 0.30 -1.87 -0.955
H -2.5184 0.7318 1.7464 -0.50 -1.66 -0.82 0.452
H -1.6442 1.5729 2.5844 -0.07 0.56 -0.47 0.482
O -2.4465 1.6098 2.0413 -0.18 1.83 0.78 -0.939
H 2.4886 3.3880 -0.1281 1.72 -1.11 0.22 0.479
H 2.9264 1.3027 1.5024 1.04 0.14 0.84 0.457
O 2.2868 0.9787 0.8897 -0.09 0.39 0.58 -1.103
H 0.9533 -0.6948 3.2938 -2.25 0.87 0.37 0.466
H 0.1499 0.4492 2.6213 -0.21 0.33 0.86 0.502
O 0.0572 -0.2158 3.3830 3.08 -1.48 -0.73 -1.038

Per-record HOMO, eV: -8.8, -9.2, -8.9, -12.0, -5.6
Per-record relative energy (zero: lowest compared OMol25 entry of this formula, charge and spin), kJ/mol: 672.82, 370.97, 63.84, 120.45, 625.43
Per-record E, eV: -35904.0923, -35907.2207, -47293.2767, -30710.3726, -33875.1359